Record 1
The following is a quantum chemistry calculation of an isolated molecule of C3H6ClFO2 at a distorted geometry, from OMol25.

```
13
Properties=species:S:1:pos:R:3:forces:R:3:lowdin_charge:R:1
O 2.396 0.229 0.181 -0.2 -0.9 0.4 -0.0733
C 1.233 -0.234 -0.478 -0.8 0.2 0.8 -0.2412
C -0.034 0.473 0.116 2.9 -0.5 1.8 -0.7895
F 0.020 0.222 1.548 0.1 0.1 -1.0 -0.0847
Cl 0.037 2.235 0.022 -0.4 -0.5 -0.5 0.7482
C -1.191 -0.275 -0.340 -1.9 1.0 -2.2 -0.2930
O -2.389 0.259 0.109 -1.0 0.5 -0.5 -0.0317
H 2.381 -0.157 1.096 0.0 0.7 -1.3 0.1179
H 1.046 -1.320 -0.276 0.3 0.7 -0.3 0.1351
H 1.233 -0.084 -1.584 0.5 0.2 0.9 0.1410
H -1.165 -1.271 0.012 0.8 -1.3 0.2 0.1228
H -1.192 -0.269 -1.465 -0.2 -0.1 1.0 0.1624
H -2.374 0.191 1.058 -0.2 0.1 0.7 0.0861
```
Positions in Å, forces in eV/Å.

Results
Electronic energy (eV): -22542.4199
Structure (SMILES): OCC(F)(Cl)CO
Gap between HOMO and LUMO (eV): 11.25
Relative energy (zero: lowest compared OMol25 entry of this formula, charge and spin) (kJ/mol): 35.0



Record 2
The following is a quantum chemistry calculation of a structure of composition C3H6ClFS at a distorted geometry, from OMol25.

```
12
Properties=species:S:1:pos:R:3:forces:R:3:lowdin_charge:R:1
C 0.125 0.303 0.329 4.9 -0.1 -1.9 -0.7622
C -1.233 0.292 0.702 -1.8 5.0 3.5 -0.7875
C 0.598 -0.868 -0.649 -4.5 0.6 0.6 -0.2784
H 2.067 0.455 -0.659 -1.3 4.2 0.4 0.0955
H 0.780 0.221 1.159 0.1 -0.6 1.2 0.0595
H -1.538 -0.477 1.357 0.3 -0.8 1.2 0.0684
H -1.605 1.392 1.135 1.5 -2.9 -0.2 0.1460
H -0.275 -1.659 -0.533 2.6 0.5 0.0 0.1256
H 0.374 -0.447 -1.751 1.9 -1.2 2.2 0.1375
F 1.878 -1.230 -0.116 -1.4 -0.2 -1.9 -0.1034
S 1.046 1.833 -0.387 1.4 -3.9 -0.5 0.5883
Cl -2.218 0.183 -0.588 -3.5 -0.7 -4.8 0.7106
```
Positions in Å, forces in eV/Å.

Results
Electronic energy (eV): -29279.5197
Gap between HOMO and LUMO (eV): 9.36
Relative energy (zero: lowest compared OMol25 entry of this formula, charge and spin) (kJ/mol): 378.3



Record 3
The following is a quantum chemistry calculation of a cluster of 2 separate species, C3H6ClIS in total at a distorted geometry, from OMol25.

```
12
Properties=species:S:1:pos:R:3:forces:R:3:lowdin_charge:R:1
C 0.888 0.758 -0.411 -0.8 -1.5 3.8 -0.4970
C -0.076 -1.958 -0.521 -0.6 0.4 1.0 -0.7195
C -0.459 -0.765 0.310 1.2 2.6 -0.4 -0.6925
S 0.005 2.260 -0.354 -0.6 0.2 -2.0 0.6133
Cl 1.547 -2.596 -0.001 -1.0 -0.2 0.1 0.5340
I -2.421 0.012 -0.276 0.7 -0.7 0.2 0.7384
H 1.051 0.123 -1.249 0.0 0.6 -1.1 0.0035
H 1.818 0.937 0.206 -1.1 -1.0 -0.6 0.0533
H -0.959 -2.605 -0.632 0.9 -0.8 0.6 0.0668
H 0.117 -1.621 -1.493 0.2 0.5 -1.6 0.0166
H -0.521 -0.837 1.413 0.4 -0.2 -0.8 0.0364
H 0.472 2.753 0.756 0.7 0.1 0.9 -0.1535
```
Positions in Å, forces in eV/Å.

Results
Electronic energy (eV): -34663.9509
Gap between HOMO and LUMO (eV): 8.98
Relative energy (zero: lowest compared OMol25 entry of this formula, charge and spin) (kJ/mol): 169.2



Record 4
The following is a quantum chemistry calculation of a structure of composition C3H6ClN at a distorted geometry, from OMol25.

```
11
Properties=species:S:1:pos:R:3:forces:R:3:lowdin_charge:R:1
C -0.375 1.242 -0.014 0.4 0.7 0.6 -0.1782
C -0.057 -0.176 0.310 0.8 -0.1 0.8 -0.4242
C 1.173 -0.899 -0.187 -0.3 0.0 0.0 -0.0447
N -1.023 0.167 -0.673 -3.5 -1.3 -0.2 -0.0793
Cl -3.084 -0.236 0.162 2.8 0.7 -1.0 0.1401
H -0.890 1.828 0.733 -0.1 -0.1 0.1 0.1083
H 0.245 1.824 -0.689 -0.1 0.0 -0.1 0.1157
H -0.413 -0.510 1.278 -0.2 0.1 -0.1 0.1268
H 2.064 -0.476 0.272 0.1 0.0 0.0 0.0790
H 1.248 -0.811 -1.267 0.1 0.0 -0.1 0.0801
H 1.111 -1.954 0.075 0.1 -0.1 -0.1 0.0765
```
Positions in Å, forces in eV/Å.

Results
Electronic energy (eV): -17217.6433
Gap between HOMO and LUMO (eV): 8.63
Relative energy (zero: lowest compared OMol25 entry of this formula, charge and spin) (kJ/mol): 236.2



Record 5
The following is a quantum chemistry calculation of an isolated molecule of C3H6ClN at a distorted geometry, from OMol25.

```
11
Properties=species:S:1:pos:R:3:forces:R:3:lowdin_charge:R:1
C -0.500 0.191 -0.032 -6.2 8.8 -0.2 -0.8223
C -0.592 1.998 0.095 0.2 -3.4 -0.5 -0.0275
C 0.921 -1.808 -0.104 2.8 1.3 2.0 -0.1105
N 0.559 -0.426 -0.131 4.6 -5.3 -0.2 0.0127
Cl -2.035 -0.492 0.262 -0.2 -0.7 0.4 0.6146
H 0.117 2.263 0.859 -0.4 0.3 0.8 0.0325
H -0.279 2.517 -0.776 0.8 -0.2 -1.3 0.0172
H -1.641 2.317 0.120 0.2 -0.6 1.0 0.0432
H 1.411 -2.101 0.888 -1.4 0.1 -0.6 0.1015
H 1.803 -1.938 -0.682 0.8 0.0 -1.2 0.0639
H 0.237 -2.521 -0.499 -1.2 -0.2 -0.1 0.0747
```
Positions in Å, forces in eV/Å.

Results
Electronic energy (eV): -17214.5742
Spin multiplicity: 3
Gap between HOMO and LUMO (spin up / spin down) (eV): 5.81 / 7.59
<S²>: 2.01
Relative energy (zero: lowest compared OMol25 entry of this formula, charge and spin) (kJ/mol): 193.9



Record 6
The following is a quantum chemistry calculation of the ion C3H6ClN2 with charge +1 at a distorted geometry, from OMol25.

```
12
Properties=species:S:1:pos:R:3:forces:R:3:lowdin_charge:R:1
C 1.607 0.342 0.516 0.0 -2.4 2.9 -0.1872
C -0.989 0.004 0.279 1.6 -0.1 0.2 -0.7420
C -1.856 -1.129 -0.037 -1.4 -1.8 -1.6 -0.0681
N 0.275 -0.090 0.288 0.3 0.3 0.8 0.1890
N 2.084 1.083 -0.471 2.0 1.7 -2.5 0.1351
Cl -1.695 1.543 0.592 0.2 0.0 -0.3 0.8197
H 2.343 -0.189 1.277 -2.1 0.8 -2.0 0.1723
H -2.793 -0.991 0.553 0.7 -0.6 -0.3 0.1003
H -1.407 -2.215 -0.028 -0.7 2.4 0.5 0.1461
H -2.183 -0.982 -1.131 0.4 -0.1 1.4 0.1327
H 3.113 1.248 -0.576 -1.6 0.0 0.4 0.1623
H 1.502 1.376 -1.263 0.4 -0.2 0.6 0.1398
```
Positions in Å, forces in eV/Å.

Results
Electronic energy (eV): -18699.2027
Net charge: +1
Spin multiplicity: 3
Gap between HOMO and LUMO (spin up / spin down) (eV): 6.77 / 7.75
<S²>: 2.01
Relative energy (zero: lowest compared OMol25 entry of this formula, charge and spin) (kJ/mol): 55.3



Record 7
The following is a quantum chemistry calculation of the ion C3H6ClN2O with charge +1 at a distorted geometry, from OMol25.

```
13
Properties=species:S:1:pos:R:3:forces:R:3:lowdin_charge:R:1
C 0.485 -0.689 -0.351 -0.9 3.3 1.2 -0.0709
C -0.203 1.561 1.039 -2.5 -1.3 -1.8 -0.2438
C -0.273 0.273 1.780 4.5 -0.8 -1.7 -0.3718
N 0.925 0.505 -0.791 -1.8 -3.3 6.6 0.0943
N 0.453 -1.781 -1.068 2.1 3.3 -1.3 0.1868
O 0.836 1.606 0.125 2.0 0.1 -1.4 -0.0844
Cl 0.909 -0.401 2.836 -0.5 1.0 -0.6 0.7583
H -1.231 1.629 0.402 2.0 0.2 2.0 0.1972
H 0.003 2.349 1.765 -0.3 0.4 -0.3 0.1568
H -1.168 -0.094 2.032 -3.5 -1.4 0.5 0.0300
H 0.996 0.717 -1.692 0.6 1.9 -4.5 0.1117
H 0.020 -2.536 -0.698 -1.3 -3.0 1.0 0.0819
H 0.983 -1.821 -1.942 -0.4 -0.4 0.3 0.1540
```
Positions in Å, forces in eV/Å.

Results
Electronic energy (eV): -20746.3672
Net charge: +1
Gap between HOMO and LUMO (spin up / spin down) (eV): 8.59 / 8.59
Relative energy (zero: lowest compared OMol25 entry of this formula, charge and spin) (kJ/mol): 578.9



Record 8
The following is a quantum chemistry calculation of a structure of composition C3H6ClN2O2 at a distorted geometry, from OMol25.

```
14
Properties=species:S:1:pos:R:3:forces:R:3:lowdin_charge:R:1
C -1.695 0.733 0.370 2.7 -3.2 -1.4 -0.3708
C 0.192 1.985 0.522 -0.1 1.9 1.6 -0.1485
C -0.126 -0.215 -0.183 -2.8 0.7 1.2 -0.2174
N 0.812 0.813 -0.025 0.1 -1.4 -1.2 -0.4832
N 0.167 -1.463 0.652 -0.3 -1.2 0.3 0.2321
O -2.706 0.154 0.401 -0.8 0.4 0.4 0.2121
O -1.261 1.934 0.436 0.2 0.6 -0.2 0.1079
Cl 1.917 0.987 -1.384 -0.6 0.3 0.7 0.7097
H 0.361 2.104 1.629 0.2 -0.4 -1.1 0.1616
H 0.460 2.934 0.050 0.2 -0.4 -0.2 0.1428
H -0.477 -0.707 -1.086 0.7 1.1 -0.8 0.1445
H -0.350 -1.448 1.515 -0.2 0.2 0.8 0.1568
H 1.145 -1.587 0.864 0.8 0.4 0.3 0.1615
H -0.087 -2.395 0.259 -0.2 1.0 -0.4 0.1908
```
Positions in Å, forces in eV/Å.

Results
Electronic energy (eV): -22796.1907
Net charge: +1
Gap between HOMO and LUMO (eV): 10.22
Relative energy (zero: lowest compared OMol25 entry of this formula, charge and spin) (kJ/mol): 216.7